1.
The following is a DFT calculation (ωB97M-V/def2-TZVPD) of a molecular structure, C4H6FNO2 at a distorted geometry.

Structure (XYZ):
```
14
Properties=species:S:1:pos:R:3:lowdin_charge:R:1
C 0.2187 1.0890 -0.6523 0.0462
C 0.8239 -0.0200 -0.2862 -0.0747
C -0.0035 -1.2073 -0.2147 -0.1663
C -1.3317 0.7494 -0.5703 -0.3940
N 2.6972 -0.2996 0.2815 0.0610
O -1.3400 -0.6582 -0.3108 -0.0872
O -1.9191 1.3911 0.4961 0.0020
F 3.2198 0.8623 -0.1732 -0.1332
H 0.5997 2.0565 -0.9943 0.1205
H 0.0276 -1.8456 -1.1252 0.1427
H 0.2731 -1.8168 0.6564 0.1271
H -1.9325 0.9939 -1.4859 0.1618
H 2.3711 -0.2381 1.2383 0.0561
H -2.0767 0.6869 1.1851 0.1380
```

Values from the calculation:
total charge: 0
energy relative to the best compared isomer or geometry (same formula, charge and spin): 138.7 kcal per mole
E_LUMO: 0.709 eV
strongest force on any atom: 0.115 hartree/bohr
gap between HOMO and LUMO: 0.390 Eh
E_HOMO: -9.89 eV

---

2.
The following is a DFT calculation (ωB97M-V/def2-TZVPD) of 2 unconnected molecules or ions with the total composition C3HO4 at a distorted geometry.

Structure (XYZ):
```
8
Properties=species:S:1:pos:R:3:lowdin_charge:R:1
C -1.1862 0.6076 -0.1145 -0.5686
C 1.2384 -0.6640 -0.5462 -0.7461
C -0.0436 -0.0276 0.2741 -0.0369
O 2.2578 -0.6637 0.0907 -0.0125
O -1.8737 1.5087 -0.4379 0.1165
O 0.8552 -1.0427 -1.6283 0.0228
O -1.3403 -0.6781 0.3184 0.0852
H 0.0923 0.9599 2.0438 0.1397
```

Values from the calculation:
total charge: -1
energy relative to the best compared isomer or geometry (same formula, charge and spin): 92.5 kcal per mole
E_LUMO (spin up / spin down): 3.408 / 3.327 eV
strongest force on any atom: 0.061 hartree/bohr
gap between HOMO and LUMO (spin up / spin down): 0.309 / 0.297 Eh
E_HOMO (spin up / spin down): -5.00 / -4.76 eV

---

3.
The following is a DFT calculation (ωB97M-V/def2-TZVPD) of 2 unconnected molecules or ions with the total composition C4H12 at a distorted geometry.

Structure (XYZ):
```
16
Properties=species:S:1:pos:R:3:lowdin_charge:R:1
C -2.3089 0.0730 0.0993 -0.1579
C -1.6447 1.1953 -0.7157 -0.1662
H -1.6037 -0.3367 0.8262 0.0504
H -3.2142 0.3588 0.6158 0.0558
H -2.4663 -0.8040 -0.5317 0.0599
H -1.4409 0.8095 -1.7094 0.0601
H -2.2872 2.0683 -0.7841 0.0572
H -0.7110 1.5793 -0.3174 0.0370
C 1.7177 0.0331 0.0643 -0.1779
C 2.2243 -1.3262 0.5658 -0.1565
H 1.3513 0.0014 -0.9689 0.0626
H 0.8512 0.4238 0.5938 0.0344
H 2.5010 0.7900 0.1140 0.0636
H 1.5848 -2.1341 0.2274 0.0588
H 3.2658 -1.4324 0.2686 0.0607
H 2.1808 -1.2991 1.6520 0.0581
```

Values from the calculation:
total charge: 0
energy relative to the best compared isomer or geometry (same formula, charge and spin): 6.4 kcal per mole
E_LUMO: 1.175 eV
strongest force on any atom: 0.025 hartree/bohr
gap between HOMO and LUMO: 0.471 Eh
E_HOMO: -11.64 eV

---

4.
The following is a DFT calculation (ωB97M-V/def2-TZVPD) of a single C31H43NO9 molecule.

Structure (XYZ):
```
84
Properties=species:S:1:pos:R:3:lowdin_charge:R:1
C -1.6357 -6.1140 0.1141 -0.0763
C -1.7199 -4.7033 0.6953 -0.4225
C -0.3195 -4.1254 0.8834 -0.0649
C -2.5717 -3.8351 -0.2365 -0.1038
C -2.7269 -2.3687 0.2119 -0.2051
N -3.5481 -1.6413 -0.7348 0.1410
C -3.0542 -0.9457 -1.7647 -0.4678
O -1.8624 -0.8998 -2.0307 0.0518
C -4.0799 -0.1834 -2.5900 -0.0741
C -3.7027 1.2994 -2.5783 -0.0645
C -3.7947 1.8536 -1.1739 -0.4836
O -4.4816 1.4060 -0.2971 0.1348
O -3.0026 2.9301 -1.0382 -0.0147
C -3.0110 3.6228 0.2075 -0.0410
C -1.7118 3.5818 1.0189 -0.2951
O -1.7792 3.7685 2.2072 0.1214
C -0.3912 3.3709 0.2875 -0.3590
O -0.4570 3.8712 -1.0249 0.0147
C 0.7380 4.1474 0.9958 -0.0691
C 1.9283 3.1995 1.0492 -0.1179
C 1.2590 1.8546 1.3288 -0.2032
C 2.1500 0.6034 1.2428 -0.2144
C 3.3691 0.7859 2.1453 -0.1281
C 4.2754 -0.4434 2.0916 -0.1205
C 4.6992 -0.6251 0.6705 -0.1625
C 5.9781 -0.5016 0.3012 0.0526
C 6.4385 -0.5967 -1.0817 -0.4106
O 7.6119 -0.4864 -1.3976 0.0636
C 5.3738 -0.8327 -2.0634 0.0150
C 4.0971 -0.9582 -1.7124 -0.0084
C 3.5864 -0.8889 -0.3057 -0.3690
C 2.9827 -2.2716 0.0087 -0.0053
C 2.5542 0.2822 -0.2001 -0.1319
C 1.2797 0.0755 -1.0366 -0.3025
O 0.5466 -1.0395 -0.5903 -0.0542
C 0.4357 1.3584 -1.0181 -0.0476
C 0.0383 1.8386 0.3835 -0.3060
C -1.0523 0.9421 0.9721 0.0109
C -3.4275 -2.3012 1.5567 -0.4839
O -4.6224 -2.2900 1.6838 0.1304
O -2.5777 -2.2660 2.5778 0.1364
H -1.1270 -6.0963 -0.8470 0.0829
H -1.0811 -6.7674 0.7827 0.0769
H -2.6285 -6.5348 -0.0289 0.0768
H -2.2108 -4.7632 1.6726 0.1332
H -0.3485 -3.2133 1.4714 0.0672
H 0.3123 -4.8417 1.4029 0.0829
H 0.1336 -3.9008 -0.0782 0.0808
H -2.1137 -3.8198 -1.2277 0.1315
H -3.5696 -4.2711 -0.3289 0.1302
H -1.7430 -1.8998 0.2741 0.1240
H -4.5317 -1.6013 -0.5037 0.1476
H -4.0475 -0.5557 -3.6147 0.1306
H -5.0815 -0.3178 -2.1846 0.1199
H -2.6894 1.4378 -2.9581 0.1244
H -4.3851 1.8737 -3.2090 0.1367
H -3.2083 4.6786 -0.0130 0.1540
H -3.8178 3.2317 0.8368 0.1397
H -1.1782 3.4449 -1.5026 0.0841
H 0.4164 4.4051 2.0050 0.1199
H 0.9435 5.0604 0.4405 0.1281
H 2.4502 3.1903 0.0931 0.1228
H 2.6281 3.4928 1.8287 0.1165
H 0.8741 1.9008 2.3547 0.1606
H 1.5661 -0.2437 1.6157 0.1480
H 3.9473 1.6491 1.8128 0.1222
H 3.0427 0.9678 3.1711 0.1264
H 5.1463 -0.2982 2.7323 0.1193
H 3.7302 -1.3191 2.4474 0.1206
H 6.7482 -0.3172 1.0384 0.1222
H 5.6869 -0.9097 -3.0952 0.1149
H 3.3514 -1.1594 -2.4693 0.1186
H 2.4015 -2.2506 0.9235 0.0763
H 2.3258 -2.5851 -0.7955 0.0790
H 3.7871 -2.9981 0.1100 0.1032
H 3.0663 1.1560 -0.6191 0.1632
H 1.5675 -0.0848 -2.0892 0.1459
H -0.2586 -1.0868 -1.1376 0.0559
H 1.0021 2.1420 -1.5221 0.1342
H -0.4666 1.1633 -1.6042 0.1136
H -1.3661 1.2929 1.9526 0.0974
H -1.9253 0.8851 0.3262 0.0794
H -0.6538 -0.0619 1.0855 0.0780
H -3.0526 -2.2339 3.4246 0.1452
```

Values from the calculation:
total charge: 0
E_LUMO: 0.381 eV
strongest force on any atom: 0.018 hartree/bohr
gap between HOMO and LUMO: 0.352 Eh
E_HOMO: -9.19 eV

---

5.
The following is a DFT calculation (ωB97M-V/def2-TZVPD) of a gas-phase ion, C4H11NOP (charge +1) at a distorted geometry.

Structure (XYZ):
```
18
Properties=species:S:1:pos:R:3:lowdin_charge:R:1
O -2.0658 0.1510 1.0728 -0.1049
C -0.9024 -0.6983 0.2292 -0.4486
P -0.4162 -2.2548 1.1611 0.9128
N 0.1375 0.3253 0.2634 -0.1211
C 0.0747 1.4167 -0.7593 -0.0594
C 1.4025 0.9499 -1.3630 -0.0884
C 1.5117 -0.0392 -0.1977 -0.0880
H -2.9108 -0.2871 0.9374 0.0671
H -1.2915 -0.8668 -0.7735 0.1246
H -1.7091 -2.7706 1.1593 -0.0823
H -0.5649 -1.6576 2.4113 -0.0798
H 0.0866 0.6895 1.2207 0.1866
H 0.0997 2.4024 -0.2966 0.1448
H -0.8045 1.3474 -1.3975 0.1389
H 1.2999 0.4734 -2.3324 0.1218
H 2.1840 1.6985 -1.4203 0.1219
H 1.6028 -1.0925 -0.4620 0.1101
H 2.2657 0.2128 0.5472 0.1438
```

Values from the calculation:
total charge: +1
energy relative to the best compared isomer or geometry (same formula, charge and spin): 34.8 kcal per mole
E_LUMO: -3.071 eV
strongest force on any atom: 0.085 hartree/bohr
gap between HOMO and LUMO: 0.402 Eh
E_HOMO: -14.02 eV

---

6.
The following is a DFT calculation (ωB97M-V/def2-TZVPD) of 2 unconnected molecules or ions with the total composition C3H5NS at a distorted geometry.

Structure (XYZ):
```
10
Properties=species:S:1:pos:R:3:lowdin_charge:R:1
C 0.1889 0.4324 1.5433 -0.0532
C 1.5046 0.1010 1.0508 -0.2884
N 2.6178 -0.0163 0.7435 0.1262
H 0.1291 -0.0774 2.4918 0.0937
H 0.1856 1.4613 1.6639 0.0669
H -0.4608 0.0795 0.8077 0.0156
C -1.0020 -0.3463 -2.1414 -0.5508
S -1.4375 -1.6856 -1.3993 0.6343
H -0.5703 -0.4600 -3.1326 0.0083
H -1.1555 0.5114 -1.6276 -0.0525
```

Values from the calculation:
total charge: 0
energy relative to the best compared isomer or geometry (same formula, charge and spin): 31.7 kcal per mole
E_LUMO: -0.601 eV
strongest force on any atom: 0.067 hartree/bohr
gap between HOMO and LUMO: 0.316 Eh
E_HOMO: -9.19 eV

---

7.
The following is a DFT calculation (ωB97M-V/def2-TZVPD) of a molecular structure, C4H5N3O at a distorted geometry.

Structure (XYZ):
```
13
Properties=species:S:1:pos:R:3:lowdin_charge:R:1
C -1.5517 -0.7573 0.4038 -0.1254
C -0.7130 -0.0309 -0.5390 -0.3277
C 1.0616 0.8402 -0.2317 -0.4280
C 0.8995 -0.4796 -0.4387 -0.1525
H -2.0932 -1.6880 -0.4036 0.1582
H -2.2595 0.2243 1.0465 0.1621
H -0.6773 -1.3727 1.3533 0.1951
H -0.9513 0.3403 -1.4613 0.0956
H -0.8526 2.1841 -0.0207 0.2112
N -0.1815 1.2688 0.1125 0.0663
N 2.3433 1.0281 0.1585 0.1673
N 2.0051 -1.1830 -0.1850 0.0563
O 2.9706 -0.3743 0.2054 -0.0786
```

Values from the calculation:
total charge: 0
energy relative to the best compared isomer or geometry (same formula, charge and spin): 247.0 kcal per mole
E_LUMO: 0.295 eV
strongest force on any atom: 0.155 hartree/bohr
gap between HOMO and LUMO: 0.366 Eh
E_HOMO: -9.67 eV